<w>
The following is a quantum chemistry calculation of a cluster of 2 separate species, C5H13N3 in total, from the OMol25 dataset.

Last column: natural (NBO) charge in e.
Positions of all 21 atoms, in Å:
C  1.79729  -0.04774  -1.48981  -0.63
C  0.75722  1.12901  0.50030  0.37
N  -0.30303  1.68750  -0.19119  -0.83
N  0.80703  1.46962  1.85381  -0.83
C  1.54363  0.14926  -0.01835  -0.42
H  0.36932  2.35207  2.08517  0.38
H  -1.09861  1.93129  0.38559  0.37
H  -0.61730  1.08301  -0.95924  0.39
H  1.70950  1.31274  2.28023  0.39
H  2.34854  -0.20158  0.61509  0.19
H  2.16150  -1.06407  -1.66476  0.21
H  2.54550  0.64772  -1.88094  0.21
H  0.86999  0.07318  -2.05361  0.19
C  -2.04044  -1.21790  0.92319  -0.69
C  -1.22534  -1.37808  -0.31589  0.14
N  -1.76727  -1.40144  -1.45281  -0.66
H  -1.12095  -1.55940  -2.22692  0.34
H  -0.05076  -1.42596  -0.11365  0.18
H  -1.42337  -0.74514  1.69261  0.22
H  -2.34721  -2.19556  1.29232  0.23
H  -2.91525  -0.59852  0.73886  0.22

Results
highest occupied orbital energy	-7.475	eV
structure (SMILES)	[H]/N=C/C.CC=C(N)N
Kohn-Sham gap	8.4527	eV
multiplicity	1
net charge	0

<x>
The following is a quantum chemistry calculation of the molecule C5H13N3, from the OMol25 dataset.

Last column: natural (NBO) charge in e.
Positions of all 21 atoms, in Å:
C  1.87134  0.42750  1.00249  -0.62
C  0.71662  -0.70366  -0.93652  0.44
N  0.82280  -1.94283  -0.53594  -0.79
N  0.01657  -0.52468  -2.11480  -0.82
C  0.78613  0.46146  -0.05591  -0.32
H  1.46257  -2.05208  0.24410  0.34
H  -0.41306  -1.66361  0.94745  0.39
H  0.07104  -1.31067  -2.74451  0.40
H  0.05229  0.38665  -2.54105  0.38
H  0.79780  1.39982  -0.61221  0.20
H  2.86571  0.42199  0.55076  0.22
H  1.79264  1.29643  1.65818  0.22
H  1.79601  -0.46040  1.63213  0.21
C  -1.85237  1.20497  0.07074  -0.64
C  -0.86187  0.33849  0.82117  0.05
N  -1.27681  -0.97992  0.99438  -0.83
H  -1.78142  -1.31338  0.17940  0.36
H  -0.56199  0.77397  1.77807  0.18
H  -1.98586  0.81121  -0.93765  0.21
H  -1.50662  2.23514  0.00931  0.21
H  -2.81153  1.19359  0.59041  0.22

Results
highest occupied orbital energy	-8.735	eV
structure (SMILES)	[H]/N=C(/N)[C@H](C)[C@@H](C)N
Kohn-Sham gap	9.6949	eV
multiplicity	1
net charge	0

<x> is the most stable structure; the next one sits 0.0144 hartree above it.

<w>
The following is a quantum chemistry calculation of the molecule C5H13N3, from the OMol25 dataset.

Last column: natural (NBO) charge in e.
Positions of all 21 atoms, in Å:
C  -0.35735  -1.97896  0.48067  -0.22
C  -1.00088  -0.55889  0.55652  -0.43
C  -1.15473  0.08487  -0.81738  -0.40
C  0.21722  0.55625  -1.40393  -0.21
N  0.68950  1.74539  -0.70436  -0.62
C  1.64207  1.64412  0.27086  0.28
N  1.51742  2.30747  1.34462  -0.72
N  -1.19912  -3.16163  0.33587  -0.82
H  0.16648  -2.13768  1.41866  0.19
H  0.42766  -1.91968  -0.27954  0.17
H  -1.97915  -0.72398  1.02770  0.20
H  -0.38862  -0.00074  1.26285  0.22
H  -1.64676  -0.59480  -1.51264  0.20
H  -1.76552  0.97542  -0.74467  0.20
H  0.93994  -0.21847  -1.24882  0.20
H  -0.08217  0.90463  -2.39293  0.20
H  0.05610  2.51431  -0.55760  0.39
H  2.47364  1.01497  -0.05062  0.14
H  2.31784  2.28650  1.91764  0.34
H  -1.72659  -3.16872  -0.53102  0.35
H  -1.86854  -3.12864  1.09475  0.35

Results
highest occupied orbital energy	-8.854	eV
structure (SMILES)	[H]/N=C/NCCCCN
Kohn-Sham gap	9.9349	eV
multiplicity	1
net charge	0

<x>
The following is a quantum chemistry calculation of the molecule C5H13N3, from the OMol25 dataset.

Last column: natural (NBO) charge in e.
Positions of all 21 atoms, in Å:
C  -0.11180  -1.01650  -0.03161  0.17
C  1.66860  0.62310  -0.28665  -0.28
C  -2.23413  0.12168  0.94658  -0.40
C  -1.79991  0.34051  -1.47120  -0.40
C  3.00550  0.26676  0.38739  -0.60
N  0.58733  0.08738  0.50537  -0.25
N  -1.40696  -0.19653  -0.19113  -0.41
N  0.16585  -1.87041  0.99125  -0.49
H  -0.16247  -1.52042  1.89137  0.33
H  0.16750  -1.36378  -1.03266  0.17
H  1.55953  1.71333  -0.31686  0.21
H  1.67627  0.25556  -1.32063  0.17
H  -3.26381  -0.19480  0.74852  0.19
H  -1.10810  0.02551  -2.25195  0.20
H  -1.89272  -0.41029  1.83139  0.20
H  -2.22262  1.19913  1.14838  0.19
H  -1.83455  1.43398  -1.45064  0.19
H  -2.79447  -0.03053  -1.73704  0.19
H  3.83108  0.66803  -0.20583  0.21
H  3.05120  0.68265  1.39340  0.21
H  3.11870  -0.81437  0.45254  0.22

Results
highest occupied orbital energy (alpha / beta)	-7.753 / -7.961	eV
Kohn-Sham gap (alpha / beta)	7.6662 / 8.1872	eV
multiplicity	1
net charge	0

<w> is the most stable structure; the next one sits 0.1485 hartree above it.

<w>
The following is a quantum chemistry calculation of a structure of composition C5H13N3, from the OMol25 dataset.

Last column: natural (NBO) charge in e.
Positions of all 21 atoms, in Å:
C  -0.21846  1.16036  -0.77649  0.20
C  1.70208  -0.98575  -0.43971  -0.41
C  0.60953  2.36990  -0.40017  -0.67
C  -1.40065  -1.25386  1.54248  -0.69
N  -1.52245  1.03822  -0.48263  -0.84
N  0.51570  -0.35197  0.14615  -0.60
C  -0.79595  -1.15456  0.17247  0.54
N  -1.08047  -2.00720  -0.71746  -0.66
H  -1.76442  1.56313  0.35925  0.31
H  0.71852  -0.01437  1.08266  0.38
H  0.00576  0.83400  -1.79822  0.16
H  -0.54997  -1.93091  -1.57957  0.34
H  2.56144  -0.33134  -0.31215  0.21
H  1.51861  -1.13250  -1.50312  0.20
H  1.91932  -1.95759  0.00835  0.20
H  0.45604  3.15424  -1.13737  0.24
H  0.32884  2.74007  0.58978  0.21
H  1.67238  2.12640  -0.39027  0.20
H  -1.34450  -0.30750  2.07873  0.21
H  -2.44452  -1.53657  1.43170  0.25
H  -0.88685  -2.02218  2.12558  0.23

Results
highest occupied orbital energy	-7.942	eV
Kohn-Sham gap	8.6479	eV
multiplicity	1
net charge	0

<x>
The following is a quantum chemistry calculation of a cluster of 2 separate species, C5H13N3 in total, from the OMol25 dataset.

Last column: natural (NBO) charge in e.
Positions of all 21 atoms, in Å:
C  0.09390  0.72801  0.05626  -0.53
C  0.67827  1.55471  0.91603  0.02
N  0.04474  2.50732  1.70737  -0.61
C  0.72300  3.80084  1.80982  -0.41
H  -0.96594  0.79482  -0.15417  0.19
H  0.66376  -0.06865  -0.39730  0.21
H  1.75817  1.58728  1.03667  0.18
H  -0.93824  2.59726  1.49284  0.37
H  -0.00256  4.55005  2.12013  0.21
H  1.47310  3.75121  2.59939  0.20
H  1.17229  4.11297  0.86470  0.18
C  -0.66647  -2.54436  -0.59979  -0.13
C  -0.46144  -2.84023  -1.87546  -0.03
N  -0.92777  -2.07751  -2.96321  -0.82
N  -0.14022  -3.37925  0.44234  -0.83
H  -1.29281  -1.69381  -0.35190  0.17
H  0.08753  -3.73472  -2.14063  0.19
H  -0.37601  -2.22717  -3.79465  0.37
H  -0.96065  -1.08615  -2.76975  0.37
H  -0.72874  -3.30249  1.26367  0.36
H  0.76610  -3.03016  0.73762  0.36

Results
highest occupied orbital energy	-7.756	eV
structure (SMILES)	N/C=C/N.C=CNC
Kohn-Sham gap	8.7766	eV
multiplicity	1
net charge	0

<y>
The following is a quantum chemistry calculation of a cluster of 2 separate species, C5H13N3 in total, from the OMol25 dataset.

Last column: natural (NBO) charge in e.
Positions of all 21 atoms, in Å:
C  2.55387  0.34823  2.31659  -0.68
C  1.92218  -0.23415  1.09235  0.43
N  1.23068  -1.47128  1.17649  -0.88
N  2.11902  0.17198  -0.08243  -0.67
H  1.31850  -1.98610  2.03881  0.37
H  0.32506  -1.51670  0.72472  0.40
H  1.50391  -0.55816  -0.62721  0.33
H  3.38736  -0.28124  2.62803  0.23
H  2.91214  1.34320  2.06503  0.24
H  1.83833  0.41214  3.13630  0.22
C  -1.62228  1.27699  -0.39301  -0.65
C  -1.79560  0.15113  -1.37171  0.20
N  -0.61037  -0.39933  -1.84964  -0.84
C  -2.98737  -0.26451  -1.80908  -0.52
H  0.18953  0.21476  -1.94107  0.39
H  -0.66983  -1.00891  -2.65284  0.38
H  -2.57911  1.69128  -0.08944  0.22
H  -0.99575  2.05998  -0.82791  0.22
H  -1.08983  0.92601  0.49373  0.22
H  -3.90298  0.22714  -1.53974  0.20
H  -3.04747  -1.10248  -2.48796  0.19

Results
highest occupied orbital energy	-8.231	eV
structure (SMILES)	[H]/N=C(/C)N.C=C(C)N
Kohn-Sham gap	9.1531	eV
multiplicity	1
net charge	0

<y> is the most stable structure; the next one sits 0.0326 hartree above it.